Record 1
Formula: C3H10N3
Source: the OMol25 dataset
Level of theory: ωB97M-V/def2-TZVPD

```
! RIJCOSX wB97M-V def2-TZVPD def2/J DEFGRID3
* xyz 1 1
H -3.7244 -0.5176 0.7164
N -1.0803 -0.0613 0.4073
H -2.0102 0.6652 -1.2526
H 2.1124 1.4182 -1.1501
C 2.0178 -1.2861 0.1997
H 3.0578 -1.5942 0.1345
C 2.1941 1.0984 -0.1278
H 1.6597 1.7554 0.4585
C -2.1248 0.1452 -0.3170
H -1.3595 -0.6494 1.1807
H -4.0776 0.4633 -0.5969
H 0.5430 -0.1555 0.1904
N 1.5710 -0.1836 0.0473
N -3.4066 -0.0116 -0.0178
H 3.2318 1.0602 -0.1019
H 1.3958 -2.1465 0.2292
*
```

Record 2
Formula: C7H14N3OS
Source: the OMol25 dataset
Level of theory: ωB97M-V/def2-TZVPD

The SMILES is CNC[C@@H]1C[NH2+]C[C@H](N=C=S)O1.

```
! RIJCOSX wB97M-V def2-TZVPD def2/J DEFGRID3
* xyz 1 1
O -0.1104 0.2840 0.9010
C -2.0167 -0.9491 -0.0065
H 3.9665 -1.3128 1.1003
H -1.5393 -1.8890 -0.2567
N -1.9116 -0.0570 -1.2062
H -1.1518 -1.1208 1.9414
H -0.5674 1.5773 -1.4170
C 1.7852 0.6840 -0.4562
C -1.3282 -0.3459 1.2039
H 1.5835 1.7482 -0.3394
C -2.2352 1.7938 1.4004
N -2.2474 0.6319 1.8201
H -0.2003 0.2013 -2.4201
H -2.5774 0.7105 -1.1046
N 2.7211 0.3104 0.5717
C 3.0116 -1.1228 0.6311
H 2.2586 -1.6796 1.1961
H 0.5852 -1.0907 -0.5150
H -3.0476 -1.1553 0.2456
C -0.5085 0.4958 -1.4239
H 2.2139 0.5485 -1.4448
C 0.4309 -0.0192 -0.3668
H 3.0032 -1.5197 -0.3783
S -2.2815 3.2567 0.8817
H 2.3493 0.6268 1.4556
H -2.1858 -0.6073 -2.0134
*
```

Record 3
Formula: C41H94N5O10
Source: the OMol25 dataset
Level of theory: ωB97M-V/def2-TZVPD

```
! RIJCOSX wB97M-V def2-TZVPD def2/J DEFGRID3
* xyz 3 1
H 6.7358 14.9503 15.1150
C 19.7064 14.7320 9.2689
H 12.2594 18.8381 14.0699
C 15.7485 11.6300 15.3977
H 14.5580 22.3352 4.4690
H 18.1722 10.0184 10.4922
H 19.4536 13.2999 17.4056
C 7.5191 11.7168 8.4937
H 9.8733 22.6572 13.2543
H 5.6572 12.8979 8.5450
H 18.6481 11.8712 16.8628
H 8.4055 14.2009 15.0650
C 20.0013 8.6118 14.6583
H 6.4188 14.2522 12.7297
H 18.1318 13.8224 13.3539
O 19.7695 11.0379 11.4150
O 16.1231 17.1972 16.2725
H 16.9370 14.6004 12.2880
H 19.2242 13.2045 11.1260
O 10.5045 16.3132 12.1558
C 21.4856 16.0013 10.0973
H 22.2155 15.3323 9.6680
C 10.3622 20.2934 11.6733
H 18.8635 9.7736 15.9889
H 20.1617 13.7926 8.8938
H 8.8874 21.7207 14.4303
H 8.4635 21.6234 12.7599
C 16.1489 13.3700 13.7179
H 9.4523 10.8925 8.6852
C 17.8144 11.9911 10.2742
H 15.6744 17.8608 18.2027
H 6.6599 17.6678 14.3074
C 9.3100 21.7156 13.3892
C 12.6139 19.7461 13.5824
H 19.1462 8.0128 14.3128
H 21.7836 13.5732 16.9838
O 15.0726 14.1976 8.9367
C 17.2256 14.3781 13.3321
H 19.7158 15.4963 8.4596
C 20.6632 10.7018 15.7078
O 13.0573 14.0128 9.6263
H 13.1788 20.4808 11.6286
C 22.3589 13.4981 14.1545
O 20.2937 15.2889 10.4046
H 21.5412 10.6365 15.0473
H 9.3900 20.0352 11.2563
H 10.0023 12.4073 10.7761
C 21.9623 12.5927 16.5167
H 9.2818 13.4333 12.6460
H 17.8492 10.7699 12.0631
H 9.6593 14.8665 10.8049
H 18.9879 10.6586 14.4518
H 6.9344 10.8989 8.9420
H 17.8757 11.8414 9.1775
H 23.2216 11.6213 14.9769
H 17.1746 18.5197 17.4731
H 17.7087 13.9662 8.8594
H 7.4687 18.6650 15.5689
H 7.0736 13.2149 14.9485
H 16.0073 10.8434 14.6585
H 10.3565 18.5106 13.9262
C 16.1476 18.2244 17.2510
H 13.5812 18.6744 12.0125
H 6.9613 13.9722 8.4563
H 23.1237 13.6166 13.4124
H 7.7901 19.6048 13.1506
H 8.1719 17.1031 14.9547
H 6.2194 14.1338 10.6048
H 11.7029 19.1708 10.4331
C 7.6766 18.0439 14.6386
H 19.0668 12.7237 14.7872
N 17.3808 15.5499 14.1761
H 7.4982 11.4574 7.3947
C 8.7650 14.6718 10.2979
C 11.4593 20.8274 13.8621
C 16.5700 17.6548 15.0324
O 14.5061 14.8740 11.0576
H 10.6875 21.2708 11.2654
C 18.3004 14.4147 9.6778
C 19.4767 9.9963 15.1450
H 22.2988 14.5125 14.6300
C 8.9590 11.8664 8.8657
C 6.6576 12.9852 8.8636
H 20.6896 8.8218 13.9163
H 21.0501 10.1650 16.6381
H 15.4164 15.9997 14.1462
C 14.2116 14.4005 9.9557
H 8.8010 14.7148 9.1765
H 13.4511 20.1925 14.0150
H 16.7321 12.0755 10.4680
C 16.3428 16.5579 14.0575
H 7.9009 12.3169 12.7055
C 7.3829 14.2201 14.6084
C 9.6611 19.3164 13.9793
C 8.3648 18.7336 13.4825
O 11.5656 14.4231 11.6124
C 7.3799 14.3896 13.1159
H 8.6720 18.0146 12.7411
H 13.3431 15.7171 12.3749
C 20.6391 10.7095 10.3226
H 14.6768 11.7668 15.4461
H 9.5211 12.5948 8.3688
H 20.5059 13.8849 13.1460
H 12.4108 14.0981 10.4640
H 8.0107 15.4871 10.5561
H 20.6076 8.1593 15.4462
C 22.8721 12.6180 15.3037
C 20.0636 13.0023 14.9873
H 21.8082 16.5690 10.9338
C 6.7760 13.2030 10.3560
C 8.2179 13.3051 12.3909
O 16.4835 12.7962 15.0229
H 9.5854 19.6837 14.9869
C 9.0616 12.1864 10.3491
C 20.9475 13.0849 13.7205
N 20.5825 12.1283 16.1254
C 11.4639 15.6062 12.1292
H 16.3252 16.8795 13.0583
H 20.9687 12.1884 13.0934
H 15.6513 19.0962 16.8933
H 23.8421 12.9818 15.7276
H 17.7545 15.3500 10.0034
N 18.3580 13.2908 10.6269
H 7.7701 15.4152 12.9101
H 21.6885 10.8241 10.6092
H 17.6465 17.9885 14.9891
H 11.7782 21.7743 13.4515
H 16.1143 12.6664 12.8565
N 10.1739 20.4978 13.2051
H 15.2547 13.9024 13.8343
H 16.0527 11.2287 16.3959
H 15.9204 18.5097 14.6827
H 22.3204 11.9392 17.3420
C 18.4022 10.8811 11.1015
H 6.3821 12.3789 10.9604
H 19.8744 11.6791 18.1818
H 21.2859 16.8450 9.4212
C 11.4181 19.2520 11.5280
H 20.3252 11.3726 9.5073
H 17.5516 15.3176 15.1667
C 19.5815 12.2454 17.2214
H 20.0244 13.9924 15.4522
H 11.1428 18.2741 11.8963
N 8.2160 13.3454 10.8382
H 11.2615 20.8938 14.8977
H 15.7038 14.9541 8.9950
H 20.4432 9.6629 10.1794
H 8.6535 11.3268 10.9328
O 12.5483 16.1034 12.7683
C 12.8369 19.5753 12.1238
*
```

Record 4
Formula: C29H36N5O
Source: the OMol25 dataset
Level of theory: ωB97M-V/def2-TZVPD

The SMILES is CC1=[NH+]CCCN1[C@H](/C=C/N1[C@H](Cc2c[nH]c3ccccc23)C(=O)N(C)C1(C)C)c1ccccc1.

```
! RIJCOSX wB97M-V def2-TZVPD def2/J DEFGRID3
* xyz 1 1
C -5.0966 -4.5006 1.7461
H -3.0679 -3.8948 1.1784
C 3.0173 3.4102 1.2992
C 3.8244 1.1566 -0.5617
C 3.3260 4.3192 0.1667
H 3.2301 4.8774 2.5980
C 1.4655 0.2995 -0.7449
H 3.1851 0.3679 -2.4399
H -1.5330 -0.4100 1.4509
H -1.8176 -3.3714 -3.7501
H -2.0821 -1.9289 -4.7509
H 3.2784 2.9007 4.3292
H 4.9242 1.7933 1.2408
C -6.3826 -4.0668 2.1156
H 1.7391 -0.4345 -1.5424
C 4.0489 0.6135 -1.8189
H 0.0073 -1.0444 -4.4821
H 1.7369 2.4256 -0.0888
C -4.4063 0.0558 1.6426
C -2.2040 -1.0298 0.8333
C -0.1620 -0.3523 -3.6437
C 6.4362 0.9307 -1.7327
C -3.5742 -1.0306 1.4009
C 5.2987 0.5172 -2.4219
H 7.4192 0.8680 -2.2071
C -4.3280 -2.2284 1.6762
H 3.3490 5.3691 0.5332
C -2.1785 -0.4981 -0.6241
H 0.3550 -2.8891 -3.2344
C -6.6694 -2.7010 2.2640
N -5.6475 -0.4148 2.0219
C 2.4624 3.3081 3.7337
H 0.7800 0.1650 -3.4380
H -3.4365 -2.6084 -3.7938
H -7.1687 -4.8034 2.2819
H 1.9404 4.0971 4.3112
H 1.1847 -2.1753 -1.8342
C -0.6656 -1.1692 -2.4433
H 4.3039 4.0615 -0.2933
C 0.2055 -2.4197 -2.2522
H -0.2940 0.8701 0.2729
H 2.5132 4.2241 -0.5809
H -1.7997 -2.0577 0.8463
H -4.1879 1.1148 1.5513
C 2.4174 1.3176 -0.1702
C -5.6278 -1.8033 2.0625
N 3.0325 3.8848 2.5252
H 1.2728 0.7059 1.7092
H 1.2428 1.6265 4.1462
O -4.0335 -1.8852 -1.5509
H -6.4519 0.1627 2.2368
C 2.0532 1.3107 2.1828
C -4.0622 -3.5881 1.5054
N -0.8267 -0.4322 -1.1765
H 2.7295 0.5592 2.6422
H -4.9076 -5.5701 1.6360
C 6.2711 1.4082 -0.4197
H 7.1672 1.7772 0.0943
C 1.5459 2.1967 3.2780
H -0.9252 0.3762 -3.9505
H 0.5952 2.6113 2.9849
C -2.9089 -1.4015 -1.6404
N 2.6555 2.0779 1.0570
C 5.0002 1.4588 0.1915
H -2.6552 0.5045 -0.6439
H -0.3036 -3.1209 -1.5758
H 5.3405 0.1625 -3.4587
C -2.3639 -2.4218 -3.8162
N -2.0475 -1.5585 -2.6981
H -7.6524 -2.3161 2.5271
C 0.1135 0.2405 -0.4935
*
```

Calculated values (eV) of Kohn-Sham gap for the records, taken in order: 9.9; 8.6; 1.2; 6.5.
Calculated values (Eh) of total energy for the records, taken in order: -284.2925; -912.5356; -2643.5418; -1475.3192.
Calculated values (kcal per mole) of energy relative to the best compared isomer or geometry (same formula, charge and spin) for the records, taken in order: 52.38; 0.00; 191.28; 93.54.